(1)
Entry from OMol25: the molecule C5H11N at a distorted geometry (ωB97M-V/def2-TZVPD).

HOMO-LUMO gap	10.326	eV
total energy	-251.8047	Ha
SMILES	CC1(N)CCC1
E_LUMO	1.09	eV
molecular weight	85.15	g mol⁻¹

Each line ends with the natural charge from an NBO analysis.
Cartesian coordinates (Å):
C: 1.392 0.998 0.025  -0.610
C: -0.037 0.531 -0.060  0.092
C: -0.239 -0.606 -1.016  -0.428
C: -0.157 -1.714 0.020  -0.417
C: -0.267 -0.569 1.097  -0.399
H: 1.600 1.925 -0.658  0.204
H: 2.156 0.240 -0.088  0.220
H: 1.477 1.388 1.003  0.215
H: -2.009 1.056 -0.157  0.354
H: -1.071 2.154 -0.765  0.349
H: -1.256 -0.642 -1.392  0.203
H: 0.487 -0.812 -1.827  0.205
H: -1.078 -2.425 0.057  0.210
H: 0.842 -2.224 0.162  0.209
H: -1.248 -0.343 1.652  0.213
H: 0.531 -0.461 1.928  0.200
N: -1.122 1.504 0.022  -0.819



(2)
Entry from OMol25: a structure of composition C5H13NO2 at a distorted geometry (ωB97M-V/def2-TZVPD).

HOMO-LUMO gap	9.301	eV
total energy	-403.3274	Ha
E_LUMO	0.60	eV
molecular weight	119.16	g mol⁻¹

Each line ends with the natural charge from an NBO analysis.
Cartesian coordinates (Å):
C: 0.415 -1.628 1.051  -0.542
O: 0.140 0.391 1.251  -0.338
O: -0.753 1.424 2.180  -0.538
H: -0.145 1.351 2.932  0.460
H: 0.323 -1.540 2.131  0.215
H: -0.349 -2.385 0.882  0.189
H: 1.418 -1.983 0.823  0.190
C: 1.242 1.641 -0.467  -0.622
C: -0.831 -1.455 -1.394  -0.635
C: 0.064 0.703 -0.209  0.327
N: -1.156 1.341 -0.620  -0.828
C: 0.252 -0.694 -0.682  -0.132
H: -1.939 0.822 -0.231  0.367
H: -1.202 2.265 -0.200  0.376
H: 1.233 -0.865 -1.120  0.208
H: 1.103 2.564 0.101  0.219
H: 1.327 1.856 -1.534  0.215
H: 2.178 1.189 -0.134  0.216
H: -0.618 -2.530 -1.380  0.221
H: -1.810 -1.314 -0.935  0.209
H: -0.893 -1.152 -2.446  0.224



(3)
Entry from OMol25: a cluster of 2 separate species, C2H8O in total at a distorted geometry (ωB97M-V/def2-TZVPD).

HOMO-LUMO gap	12.379	eV
total energy	-156.1950	Ha
SMILES	CC.O
E_LUMO	0.85	eV
molecular weight	48.09	g mol⁻¹

Each line ends with the natural charge from an NBO analysis.
Cartesian coordinates (Å):
C: -1.142 -0.311 1.200  -0.612
C: 0.341 -0.866 1.234  -0.627
H: -1.263 -0.081 2.179  0.208
H: -1.785 -1.088 0.743  0.214
H: -1.268 0.611 0.559  0.197
H: 0.767 -1.052 2.185  0.207
H: 0.495 -1.960 1.004  0.209
H: 1.010 -0.264 0.594  0.202
H: -0.194 1.166 -2.409  0.471
H: 0.944 1.398 -1.334  0.471
O: 0.762 1.042 -2.265  -0.941



Question: E_LUMO of number 2 (C5H13NO2)?
Answer: 0.60 eV



Question: What is the E_LUMO in the first record?
Answer: 1.09 eV